Entry 1:
C4H5NO | ωB97M-V/def2-TZVPD

Results
HOMO-LUMO gap (spin up / spin down): 6.9 / 7.3 eV
E_LUMO (spin up / spin down): -0.65 / -0.56 eV
spin multiplicity: 1
electronic energy: -7758.280 eV
HOMO level (spin up / spin down): -0.2756 / -0.2871 Eh
charge: 0

Each line ends with the Löwdin charge.
Element x y z (Å)
C -1.17 -0.52 -0.50  -0.5736
C -1.10 -1.84 -0.65  0.2741
C 0.15 -0.46 -0.09  -0.3800
C 0.55 0.55 0.86  -0.0217
N -1.43 0.80 -0.49  0.0348
O 1.09 -1.06 -0.80  0.0949
H 0.13 1.48 0.51  0.0870
H 0.12 0.38 1.82  0.1030
H 1.61 0.65 1.10  0.0963
H -1.96 0.99 -1.43  0.1087
H 2.00 -0.97 -0.35  0.1766

Entry 2:
C12H44O10 | ωB97M-V/def2-TZVPD

Results
HOMO-LUMO gap: 10.4 eV
E_LUMO: 0.45 eV
spin multiplicity: 1
electronic energy: -33632.944 eV
HOMO level: -0.3671 Eh
charge: 0

Each line ends with the Löwdin charge.
Element x y z (Å)
C -8.02 -3.95 6.81  -0.0474
C -8.48 -4.62 5.52  -0.5069
C -8.76 -3.65 4.40  -0.0336
O -7.60 -5.64 5.12  -0.0502
H -8.61 -3.06 7.14  0.1033
H -7.00 -3.59 6.68  0.0892
H -7.93 -4.69 7.62  0.0562
H -9.40 -5.05 5.72  0.0938
H -9.46 -4.06 3.69  0.0770
H -7.87 -3.33 3.89  0.0857
H -9.17 -2.80 4.87  0.0634
H -6.83 -5.80 5.68  0.0757
C -13.15 -5.73 8.36  -0.0500
C -12.52 -4.31 8.54  -0.4453
C -12.89 -3.71 9.90  -0.0522
O -11.09 -4.31 8.40  -0.0932
H -14.17 -5.72 8.85  0.0915
H -12.64 -6.51 8.87  0.0415
H -13.27 -6.10 7.29  0.0970
H -12.90 -3.72 7.68  0.1330
H -12.46 -2.70 10.11  0.0896
H -12.45 -4.31 10.65  0.0642
H -13.99 -3.66 9.91  0.0819
H -10.79 -5.09 7.90  0.0719
C -6.27 -9.38 11.02  -0.0575
C -7.34 -9.71 9.98  -0.5156
C -7.00 -9.23 8.56  -0.0514
O -7.58 -11.09 10.04  -0.0214
H -6.71 -9.39 12.06  0.0934
H -5.80 -8.41 10.78  0.0684
H -5.46 -10.17 10.96  0.0967
H -8.20 -9.11 10.27  0.1230
H -7.00 -8.13 8.46  0.0467
H -7.74 -9.57 7.83  0.0433
H -6.02 -9.60 8.18  0.1001
H -8.48 -11.20 9.77  0.0561
C -12.62 -10.55 8.13  -0.0563
C -11.64 -9.61 8.81  -0.4983
C -12.05 -9.34 10.32  -0.0299
O -10.36 -10.23 8.89  -0.0944
H -12.16 -10.79 7.11  0.1079
H -13.55 -10.02 8.05  0.0676
H -12.72 -11.40 8.78  0.0783
H -11.57 -8.66 8.24  0.1153
H -11.80 -10.21 10.92  0.0766
H -13.17 -9.14 10.27  0.0956
H -11.53 -8.49 10.69  0.0528
H -9.96 -10.21 7.98  0.0758
O -9.26 -7.80 3.84  -0.0270
H -8.65 -7.10 4.11  0.0211
H -10.03 -7.34 3.56  0.0340
O -9.21 -4.05 10.59  -0.0601
H -9.47 -3.45 11.28  0.0353
H -9.90 -4.06 9.88  0.0284
O -5.97 -6.18 7.64  -0.0896
H -5.67 -7.11 7.77  0.0390
H -6.22 -5.94 8.57  0.0241
O -9.80 -7.15 8.01  -0.0239
H -9.06 -6.64 7.84  -0.0166
H -9.52 -8.10 8.10  0.0388
O -6.46 -4.99 10.37  -0.0457
H -6.15 -5.47 11.14  0.0497
H -7.31 -4.61 10.58  -0.0127
O -9.27 -9.82 5.84  -0.0399
H -8.76 -10.49 5.42  0.0393
H -9.20 -9.05 5.27  -0.0032

Entry 3:
C25H38N2O4 | ωB97M-V/def2-TZVPD

Results
HOMO-LUMO gap: 9.1 eV
E_LUMO: 0.49 eV
spin multiplicity: 1
electronic energy: -37712.501 eV
HOMO level: -0.3180 Eh
charge: 0

Each line ends with the Löwdin charge.
Element x y z (Å)
C -9.84 -3.02 0.09  -0.1174
O -9.50 -2.06 1.06  -0.1856
C -9.13 -0.81 0.55  -0.2261
C -7.71 -0.78 -0.03  -0.0784
C -7.33 0.63 -0.43  -0.4436
O -8.12 1.56 -0.35  0.0654
N -6.09 0.82 -0.94  -0.0626
C -5.02 -0.16 -1.00  -0.1428
H -5.40 -1.16 -0.80  0.1128
C -3.92 0.19 0.00  -0.0948
H -3.12 -0.54 -0.05  0.1145
H -4.32 0.18 1.02  0.1330
C -3.38 1.60 -0.29  -0.3369
C -4.55 2.60 -0.27  -0.0917
C -5.64 2.16 -1.25  -0.1297
H -6.50 2.82 -1.18  0.1220
H -5.25 2.17 -2.27  0.1315
H -4.18 3.59 -0.53  0.1257
H -4.95 2.63 0.74  0.1325
O -2.46 2.02 0.70  -0.0105
C -1.17 1.60 0.67  -0.2511
C -0.36 2.09 1.69  0.0117
C 0.97 1.74 1.76  -0.0057
C 1.53 0.87 0.83  -0.1661
C 0.72 0.40 -0.20  -0.0312
C -0.61 0.75 -0.29  -0.0094
H -1.20 0.36 -1.10  0.1048
H 1.15 -0.25 -0.96  0.1222
C 2.99 0.58 0.87  -0.4279
O 3.81 1.47 0.76  0.0684
N 3.35 -0.72 1.05  -0.0969
C 2.43 -1.81 1.23  -0.0420
H 2.33 -2.40 0.32  0.0916
H 1.45 -1.43 1.51  0.0887
H 2.80 -2.46 2.03  0.0921
C 4.77 -1.04 1.01  -0.1599
H 5.31 -0.14 1.28  0.1087
C 5.21 -1.51 -0.38  -0.1619
H 4.77 -2.49 -0.58  0.1058
C 6.73 -1.58 -0.51  -0.1650
C 7.34 -0.42 -1.31  -0.3339
C 8.86 -0.51 -1.34  -0.1689
C 9.33 0.14 -0.03  -0.1839
H 9.56 -0.62 0.72  0.0998
H 10.24 0.72 -0.19  0.0994
C 8.17 1.03 0.44  -0.1805
H 8.48 2.06 0.62  0.1030
H 7.75 0.65 1.38  0.0979
C 7.12 0.96 -0.67  -0.1566
H 7.33 1.72 -1.42  0.1175
H 6.11 1.12 -0.31  0.0869
H 9.24 0.06 -2.19  0.1097
H 9.22 -1.54 -1.43  0.1063
H 6.92 -0.45 -2.32  0.1379
H 7.01 -2.51 -1.02  0.1128
H 7.18 -1.61 0.48  0.1150
H 4.81 -0.81 -1.12  0.1192
H 4.97 -1.82 1.75  0.1279
H 1.60 2.14 2.55  0.1238
H -0.80 2.75 2.42  0.1202
H -2.91 1.62 -1.28  0.1513
H -4.61 -0.15 -2.01  0.1331
H -7.65 -1.43 -0.90  0.1198
H -7.02 -1.15 0.74  0.1287
H -9.84 -0.47 -0.22  0.1277
H -9.19 -0.11 1.39  0.1318
H -8.97 -3.34 -0.50  0.0806
H -10.60 -2.63 -0.60  0.0903
H -10.24 -3.88 0.62  0.0885

Entry 4:
C31H49Br2FO17Zn | ωB97M-V/def2-TZVPD

Results
HOMO-LUMO gap: 7.2 eV
E_LUMO: 0.07 eV
spin multiplicity: 1
electronic energy: -258971.122 eV
HOMO level: -0.2612 Eh
charge: 0

Each line ends with the Löwdin charge.
Element x y z (Å)
Zn -0.19 -0.45 0.26  0.6939
C -2.85 2.55 0.80  0.0188
C -2.71 3.79 1.52  -0.3697
C -1.33 4.12 2.18  -0.3239
O -1.23 5.10 2.90  0.0409
C -0.25 3.18 1.98  0.0150
C -0.49 2.06 1.26  -0.3495
C -1.84 1.63 0.62  -0.3636
O -2.02 0.52 0.02  -0.1117
O 0.39 1.16 1.11  -0.1101
O -3.64 4.56 1.64  0.0586
H -3.93 2.47 0.43  0.1367
H 0.63 3.20 2.58  0.1165
C -3.70 4.01 4.89  -0.0430
C -2.43 4.55 5.49  -0.3771
O -1.58 3.46 5.53  0.1252
C -2.07 2.40 4.79  -0.5081
O -1.57 1.33 4.73  0.1748
O -3.26 2.82 4.23  0.0451
F -2.67 4.98 6.72  0.0866
H -3.99 4.69 4.11  0.1270
H -4.38 3.74 5.68  0.1382
H -1.97 5.34 4.85  0.1526
Br -6.10 -0.44 -3.79  0.6225
C -4.65 -0.62 -2.54  -0.6914
C -3.80 0.62 -2.61  -0.6909
Br -2.91 0.75 -4.30  0.6688
H -4.09 -1.51 -2.87  0.0465
H -5.19 -0.76 -1.62  0.0494
H -3.00 0.55 -1.88  0.0230
H -4.43 1.52 -2.58  0.0588
O 4.26 0.78 -3.18  0.0746
C 4.41 1.97 -3.44  -0.5273
O 4.12 2.91 -2.55  -0.0278
C 3.59 2.64 -1.24  -0.1976
C 2.68 3.83 -0.88  -0.0408
C 4.72 2.61 -4.76  0.0286
H 4.46 2.53 -0.59  0.1337
H 2.99 1.76 -1.36  0.0833
H 2.08 4.05 -1.75  0.0612
H 3.36 4.71 -0.63  0.1061
H 2.04 3.58 -0.02  0.0783
H 4.88 1.78 -5.45  0.0855
H 5.61 3.17 -4.70  0.0789
H 3.89 3.22 -5.07  0.0921
O 0.68 -0.45 -1.73  0.0542
C 0.61 0.40 -2.59  -0.4734
O 0.91 0.01 -3.81  0.0211
C 1.23 0.90 -4.91  -0.1929
C 2.24 0.30 -5.91  -0.0438
C 0.16 1.85 -2.45  0.0527
H 1.50 1.88 -4.55  0.1022
H 0.31 1.07 -5.51  0.1258
H 2.51 1.09 -6.58  0.0710
H 1.78 -0.52 -6.46  0.0833
H 3.17 0.02 -5.48  0.0489
H 1.02 2.48 -2.46  0.0538
H -0.46 2.02 -1.54  0.1008
H -0.48 2.02 -3.34  0.0667
O -0.71 -1.25 2.10  0.0300
C -1.52 -2.03 2.64  -0.5310
O -1.17 -3.06 3.29  0.0243
C 0.23 -3.39 3.46  -0.1768
C 0.27 -4.87 3.49  -0.0515
C -2.99 -1.84 2.74  0.0662
H 0.46 -2.81 4.37  0.1480
H 0.80 -2.91 2.66  0.1075
H -0.27 -5.41 4.30  0.1027
H 1.36 -5.19 3.54  0.1066
H -0.12 -5.16 2.51  0.0475
H -3.31 -2.66 2.08  0.0910
H -3.23 -0.87 2.28  0.1045
H -3.48 -2.03 3.71  0.1091
O -1.28 -2.32 -0.42  0.0852
C -1.25 -3.16 -1.29  -0.4392
O -1.72 -4.46 -1.07  -0.0110
C -1.96 -4.79 0.30  -0.2072
C -1.65 -6.26 0.57  -0.0420
C -0.77 -3.10 -2.69  0.0514
H -2.99 -4.52 0.47  0.1273
H -1.30 -4.27 0.91  0.0669
H -1.89 -6.43 1.58  0.0622
H -0.58 -6.42 0.44  0.0852
H -2.23 -6.90 -0.06  0.0732
H 0.23 -2.61 -2.65  0.0971
H -1.40 -2.49 -3.29  0.0804
H -0.68 -4.13 -3.03  0.0977
O 1.41 -1.94 0.35  0.0390
C 2.59 -2.23 0.39  -0.4663
O 3.54 -1.47 1.01  0.0087
C 3.09 -0.14 1.47  -0.1850
C 4.31 0.41 2.17  -0.0653
C 3.00 -3.52 -0.22  0.0559
H 2.23 -0.25 2.11  0.1097
H 2.79 0.45 0.58  0.1070
H 4.66 -0.31 2.96  0.0932
H 4.23 1.37 2.70  0.0852
H 5.16 0.49 1.48  0.0780
H 2.83 -4.32 0.46  0.0823
H 4.02 -3.42 -0.62  0.1113
H 2.26 -3.69 -0.97  0.0822